[1]
{
  "formula": "C6H14",
  "method": "the ωB97M-V functional and the def2-TZVPD basis",
  "species": ["C", "C", "C", "C", "C", "C", "H", "H", "H", "H", "H", "H", "H", "H", "H", "H", "H", "H", "H", "H"],
  "coordinates": [[2.00075, 0.21785, 0.89073], [0.67605, 0.38941, 1.55934], [-0.54285, -0.15895, 0.89458], [-1.23111, 0.75355, -0.07006], [-1.70162, 0.06703, -1.41280], [-0.51634, -0.70883, -2.04781], [2.77491, 0.88199, 1.26753], [2.21597, -0.97976, 1.20106], [2.00516, 0.14376, -0.20153], [0.74364, 0.00567, 2.59197], [0.38730, 1.44210, 1.71726], [-1.24356, -0.63977, 1.56945], [2.50487, -1.81899, 1.57581], [-0.73368, 1.68116, -0.35022], [-2.19534, 1.07086, 0.35236], [-2.46617, -0.68459, -1.21342], [-2.09916, 0.88205, -2.02534], [-0.12569, -1.17889, -1.13552], [0.27593, 0.00276, -2.28985], [-0.72905, -1.36843, -2.87354]],
  "homo_ev": -6.581,
  "total_charge": 0
}

[2]
{
  "formula": "C6H3ErFO8",
  "method": "the ωB97M-V functional and the def2-TZVPD basis",
  "species": ["C", "C", "O", "C", "O", "O", "O", "F", "H", "O", "C", "C", "O", "C", "O", "O", "Er", "H", "H"],
  "coordinates": [[-2.05516, -1.94438, 1.27212], [-1.75031, -3.40151, 0.89400], [-3.02787, -4.03497, 0.89358], [-3.99995, -3.12097, 0.94127], [-3.49538, -1.89106, 1.07429], [-5.16661, -3.37311, 0.83007], [-1.43186, -1.00701, 0.64569], [-1.91376, -1.81170, 2.66182], [-1.09960, -3.89202, 1.62410], [1.50270, 2.45064, -0.12689], [2.42520, 2.88860, -0.88456], [3.25304, 2.38625, -1.82008], [4.12250, 3.40969, -2.22269], [3.77391, 4.52550, -1.58557], [4.24534, 5.61634, -1.76949], [2.75648, 4.24994, -0.75268], [-0.10251, 0.95109, 0.80825], [3.27446, 1.45521, -2.37070], [-1.31064, -3.45653, -0.11252]],
  "spin_multiplicity": 4,
  "homo_ev": [-12.534, -12.474],
  "total_charge": 1
}

[3]
{
  "formula": "C5H11NS",
  "method": "the ωB97M-V functional and the def2-TZVPD basis",
  "species": ["C", "C", "C", "C", "C", "N", "S", "H", "H", "H", "H", "H", "H", "H", "H", "H", "H", "H"],
  "coordinates": [[-3.01623, -2.34700, 0.50146], [0.04498, 1.43108, -0.21426], [-3.11174, -1.35392, -0.28887], [-3.26041, -0.39971, -1.15920], [3.59274, 0.83045, 1.45979], [1.41077, -0.29472, -1.96943], [0.05928, 0.14273, -1.20427], [-2.03376, -2.69294, 0.74740], [-3.86131, -2.67256, 1.10312], [-0.92075, 1.63084, 0.18669], [0.94827, 2.05970, 0.10730], [3.51824, -0.05835, 1.99735], [-3.31404, -0.57743, -2.22642], [-2.89198, 0.56172, -0.78864], [3.45090, 1.72183, 2.07526], [4.51290, 0.75189, 0.83550], [2.67566, 0.90433, 0.85699], [2.19648, 0.36208, -2.01974]],
  "homo_ev": -8.829,
  "total_charge": 0
}

[4]
{
  "formula": "C6H15NO2",
  "method": "the ωB97M-V functional and the def2-TZVPD basis",
  "species": ["C", "C", "C", "C", "C", "C", "N", "O", "O", "H", "H", "H", "H", "H", "H", "H", "H", "H", "H", "H", "H", "H", "H", "H"],
  "coordinates": [[-0.34272, 0.34005, -0.46424], [0.84603, -1.82001, 0.40011], [-0.29454, -0.29377, 0.82541], [0.86835, 1.11720, -0.92892], [-0.99943, -0.44611, -1.57577], [-1.68652, 1.71570, 0.03123], [0.35450, 0.29847, 1.93831], [1.75516, -1.77484, -0.64446], [1.47982, -2.13601, 1.58558], [2.66195, -1.88315, -0.33218], [1.34839, -1.38996, 2.20109], [0.09901, -2.58888, 0.16748], [-1.22069, -0.78545, 1.11845], [-0.29666, 0.71863, 2.58803], [1.09394, 0.94552, 1.69360], [1.54493, 0.47968, -1.49668], [1.44084, 1.57648, -0.12397], [0.55795, 1.91793, -1.59991], [-0.28399, -1.10404, -2.06932], [-1.35799, 0.23693, -2.34605], [-1.83861, -1.03394, -1.20671], [-2.59410, 1.27164, 0.43616], [-1.90034, 2.20741, -0.91571], [-1.23529, 2.43051, 0.71848]],
  "homo_ev": -7.715,
  "total_charge": 0
}

[5]
{
  "formula": "C16H44BO15S7",
  "method": "the ωB97M-V functional and the def2-TZVPD basis",
  "species": ["O", "C", "O", "O", "C", "O", "O", "O", "B", "O", "O", "H", "H", "C", "S", "O", "C", "H", "H", "H", "H", "H", "H", "C", "S", "O", "C", "H", "H", "H", "H", "H", "H", "C", "S", "O", "C", "H", "H", "H", "H", "H", "H", "C", "S", "O", "C", "H", "H", "H", "H", "H", "H", "C", "S", "O", "C", "H", "H", "H", "H", "H", "H", "C", "S", "O", "C", "H", "H", "H", "H", "H", "H", "C", "S", "O", "C", "H", "H", "H", "H", "H", "H"],
  "coordinates": [[4.01880, 0.64011, 0.60223], [4.32132, 1.68767, 0.02665], [5.07343, 1.74699, -1.02879], [3.77741, 2.91266, 0.59359], [3.50656, 3.78796, -0.45905], [4.34612, 4.59948, -0.74468], [2.30092, 3.71946, -1.15689], [1.24874, 3.98048, -0.28706], [0.34397, 2.88016, -0.20599], [0.22971, 1.85715, -1.16323], [-0.49462, 2.80241, 0.95018], [0.28473, 0.99617, -0.68558], [0.09950, 2.48429, 1.66297], [3.87435, 0.01007, 5.57022], [3.45292, 1.72928, 5.22267], [2.04672, 1.75197, 4.72638], [4.53925, 1.90115, 3.79627], [3.27649, -0.32647, 6.41778], [3.65254, -0.61091, 4.70108], [4.93295, -0.06243, 5.82384], [4.27861, 1.16140, 3.03442], [5.57592, 1.76735, 4.11121], [4.41433, 2.90182, 3.38299], [-1.32328, 8.12673, -1.53372], [-0.33629, 6.61744, -1.45723], [-0.95103, 5.74247, -0.42496], [1.12545, 7.37620, -0.72651], [-2.30614, 7.87449, -1.93181], [-1.43510, 8.55039, -0.53421], [-0.83958, 8.84698, -2.19576], [0.86444, 7.84593, 0.22363], [1.53377, 8.11873, -1.41435], [1.86771, 6.59665, -0.55409], [-4.41315, 2.30370, 3.42734], [-3.68163, 1.94138, 1.81493], [-2.49107, 2.81631, 1.65436], [-5.01978, 2.66045, 0.83920], [-3.72081, 1.97009, 4.20020], [-4.57867, 3.37753, 3.52837], [-5.35777, 1.76574, 3.53212], [-5.14670, 3.71226, 1.10121], [-5.94529, 2.11160, 1.02543], [-4.75789, 2.57919, -0.21553], [1.21228, -1.73944, 2.60453], [1.33865, -1.63360, 0.81385], [0.68139, -0.35961, 0.39432], [0.18563, -2.97554, 0.45902], [1.83228, -0.95375, 3.03768], [0.17982, -1.59682, 2.91514], [1.57370, -2.71127, 2.94010], [-0.78863, -2.75787, 0.90084], [0.57906, -3.91047, 0.86085], [0.07975, -3.06426, -0.62242], [-1.42069, -1.36917, 6.45512], [-0.94814, -3.04062, 5.97492], [-0.17529, -2.93603, 4.70596], [-2.61034, -3.59531, 5.55044], [-0.51830, -0.82140, 6.72622], [-1.91186, -0.86634, 5.62079], [-2.08979, -1.41192, 7.31597], [-3.02843, -2.95474, 4.77214], [-3.24212, -3.56853, 6.43962], [-2.54863, -4.61924, 5.18213], [-0.58515, -3.67431, -4.57887], [0.26337, -5.25679, -4.44046], [-0.49199, -6.08538, -3.45198], [1.72461, -4.61287, -3.60339], [-1.55396, -3.84428, -5.04673], [-0.73162, -3.24240, -3.58734], [0.00180, -2.99886, -5.20083], [1.43505, -4.12141, -2.67310], [2.23754, -3.90637, -4.25724], [2.39109, -5.44573, -3.37976], [-0.70857, -5.60229, -9.88778], [-1.27582, -4.53405, -8.55130], [-0.23020, -4.55234, -7.49204], [-2.61592, -5.60891, -8.00416], [0.16116, -5.13828, -10.35237], [-0.42919, -6.57939, -9.49084], [-1.50031, -5.70996, -10.63066], [-2.21827, -6.58560, -7.72356], [-3.34781, -5.71657, -8.80620], [-3.09397, -5.15070, -7.13847]],
  "homo_ev": -4.562,
  "total_charge": -1
}

[6]
{
  "formula": "C4H6FO4Tb",
  "method": "the ωB97M-V functional and the def2-TZVPD basis",
  "species": ["C", "O", "H", "H", "H", "C", "O", "C", "C", "O", "O", "F", "H", "H", "H", "Tb"],
  "coordinates": [[0.14791, -0.85872, -2.60810], [1.02829, -0.77709, -1.50893], [-0.00736, 0.12499, -3.08347], [0.59635, -1.53947, -3.34666], [-0.83414, -1.25916, -2.30608], [-0.55519, 0.75945, 2.20427], [0.71901, 0.62856, 2.22510], [0.52860, -0.42459, -0.08231], [-0.37213, 0.80116, -0.12236], [-1.18480, 0.84700, 1.06317], [-1.19332, 0.53111, 3.26420], [-0.20630, -1.53573, 0.31507], [1.51939, -0.33026, 0.37406], [0.23618, 1.70933, -0.18599], [-1.08338, 0.75601, -0.95266], [0.66091, 0.56740, 4.75069]],
  "spin_multiplicity": 7,
  "homo_ev": [-15.378, -15.373],
  "total_charge": 2
}

Energy above the lowest of the compared OMol25 structures with the same formula, charge and spin for every record listed, in sequence, given in eV: 7.1812, 0.0000, 4.5089, 3.3902, 0.0000, 5.4340.
Largest force on an atom for every record listed, in sequence, given in eV/Å: 2.6, 5.9, 3.0, 5.4, 5.0, 5.9.